[1]
# C30H31AsN5O10PRhS

A structure of composition C30H31AsN5O10PRhS (ωB97M-V with the def2-TZVPD basis set, the Open Molecules 2025 dataset).

Element x y z (Å)
Rh  -0.307  -0.142  0.673
As  -0.962  1.632  -2.294
S  -2.000  -1.447  -1.971
P  -2.315  0.869  1.822
O  -2.182  2.583  -2.789
O  -1.342  -1.649  -0.663
O  0.499  2.674  -2.511
O  1.138  1.038  1.826
O  1.628  -1.026  -0.070
O  -2.710  -2.614  -2.418
O  -0.750  1.369  -0.610
O  -2.722  -0.181  -2.033
O  -0.768  -1.510  2.166
O  -2.263  -2.633  3.382
N  2.185  2.132  0.147
N  5.592  1.256  0.293
N  3.704  -0.533  3.845
N  2.883  -2.707  0.810
N  3.388  -1.763  -1.266
C  -0.678  -1.156  -3.128
C  -2.370  5.080  3.639
C  3.995  -3.642  0.743
C  -5.928  0.294  -0.912
C  2.591  -1.813  -0.159
C  -1.833  -1.601  2.915
C  3.486  0.886  1.716
C  1.238  -0.632  -5.047
C  -5.209  1.480  -0.945
C  -3.574  4.419  3.425
C  -4.517  -0.525  0.853
C  0.712  0.412  -4.299
C  -0.135  -2.202  -3.853
C  -3.580  3.155  2.857
C  -1.173  3.213  2.710
C  -2.378  2.547  2.503
C  -5.579  -0.709  -0.019
C  -1.173  4.479  3.282
C  2.231  1.335  1.237
C  -4.146  1.668  -0.080
C  -3.804  0.671  0.831
C  2.148  -2.711  2.067
C  -2.486  -0.255  3.243
C  0.827  -1.937  -4.817
C  3.585  0.105  2.889
C  4.646  1.105  0.944
C  4.640  -2.491  -1.328
C  4.457  -3.847  -0.682
C  -0.252  0.152  -3.332
C  3.244  -0.660  -2.199
H  0.141  3.562  -2.636
H  5.389  -4.414  -0.694
H  1.979  -0.424  -5.809
H  1.050  1.427  -4.451
H  1.398  -3.503  2.084
H  -0.234  4.994  3.442
H  3.706  -4.410  -1.240
H  -3.554  2.573  -0.151
H  -1.902  0.184  4.056
H  -6.118  -1.647  -0.013
H  4.912  -2.592  -2.380
H  3.343  -1.038  -3.218
H  3.018  2.283  -0.395
H  -5.440  2.243  -1.676
H  -0.242  2.736  2.423
H  1.298  2.281  -0.318
H  -4.509  4.892  3.697
H  -6.744  0.137  -1.606
H  -2.369  6.069  4.081
H  -0.496  -3.207  -3.677
H  -4.519  2.646  2.674
H  -4.237  -1.327  1.526
H  1.245  -2.748  -5.400
H  3.663  -4.584  1.184
H  5.441  -1.925  -0.834
H  2.264  -0.211  -2.086
H  -3.513  -0.384  3.581
H  2.861  -2.849  2.880
H  4.818  -3.265  1.362
H  1.655  -1.763  2.223
H  4.012  0.099  -2.020

- charge = -1
- multiplicity = 5
- ⟨S²⟩ = 6.01
- orbital gap (alpha / beta) (eV) = 7.996 / 6.027
- ΔE to the lowest compared entry with this formula, charge and spin (kJ/mol) = 0.0
- lowest unoccupied orbital energy (alpha / beta) (eV) = 2.4 / 0.4
- highest occupied orbital energy (alpha / beta) (eV) = -5.587 / -5.616

[2]
# C30H31BCl2N7O2S3SbTa

A structure of composition C30H31BCl2N7O2S3SbTa at a distorted geometry (ωB97M-V with the def2-TZVPD basis set, the Open Molecules 2025 dataset).

Element x y z (Å)
Ta  0.456  0.158  -0.426
Sb  -0.216  1.258  -3.599
Cl  -5.555  1.342  -2.061
Cl  -1.327  2.309  0.046
S  -1.104  -0.525  -1.879
S  0.829  0.116  -5.184
S  1.439  1.691  -1.786
O  2.944  1.576  2.886
O  -3.766  -0.291  2.831
N  1.801  -1.299  -1.601
N  -2.883  -0.755  0.843
N  0.563  -3.122  0.429
N  0.755  -1.866  0.896
N  1.563  -2.627  -1.755
N  2.196  0.786  0.866
N  -0.324  0.474  2.028
C  0.563  1.460  4.046
C  3.507  1.088  0.344
C  2.062  1.156  2.144
C  -7.085  2.393  -2.287
C  -1.490  0.296  2.699
C  -6.604  2.200  -3.602
C  1.137  -3.342  2.551
C  0.673  1.032  2.727
C  -0.616  1.269  4.717
C  -4.754  -1.287  -2.202
C  -4.034  1.071  -0.146
C  -4.054  -1.300  -1.122
C  2.927  3.561  0.485
C  5.953  1.702  -0.816
C  4.196  -1.352  0.543
C  5.645  0.395  -0.489
C  0.783  -4.014  1.393
C  -3.719  1.730  -1.400
C  2.851  -1.004  -2.383
C  -3.670  -0.354  -0.078
C  -3.567  -2.771  -0.997
C  4.430  0.069  0.108
C  1.119  -2.007  2.181
C  2.461  -3.140  -2.598
C  -1.648  0.661  4.030
C  5.055  2.712  -0.510
C  -2.783  -0.232  2.124
C  -4.453  1.895  1.005
C  3.834  2.428  0.087
C  3.311  -2.140  -3.027
B  0.407  -3.418  -1.086
H  -4.936  2.806  0.645
H  -0.737  1.573  5.748
H  1.872  3.318  0.356
H  4.677  -2.048  -0.146
H  -3.670  2.807  -1.451
H  5.302  3.743  -0.732
H  -6.714  3.217  -1.679
H  -3.153  1.169  -2.133
H  -0.660  -3.063  -1.479
H  3.238  -0.004  -2.429
H  4.626  -1.509  1.535
H  -5.919  2.861  -4.146
H  -3.070  -2.828  -0.029
H  6.355  -0.398  -0.694
H  4.130  -2.213  -3.720
H  6.896  1.937  -1.294
H  0.705  -5.065  1.176
H  2.424  -4.190  -2.835
H  -2.601  0.472  4.496
H  1.442  1.903  4.489
H  1.405  -1.171  2.788
H  3.145  4.448  -0.109
H  1.399  -3.755  3.508
H  -3.541  2.208  1.523
H  -4.396  -3.472  -1.027
H  3.143  -1.601  0.597
H  -6.906  1.303  -4.134
H  3.085  3.803  1.538
H  -2.843  -3.014  -1.767
H  0.600  -4.592  -1.268
H  -5.107  1.372  1.697

- multiplicity = 2
- ⟨S²⟩ = 0.77
- orbital gap (alpha / beta) (eV) = 5.481 / 3.927
- ΔE to the lowest compared entry with this formula, charge and spin (kJ/mol) = 1126.2
- lowest unoccupied orbital energy (alpha / beta) (eV) = -2.2 / -3.8
- highest occupied orbital energy (alpha / beta) (eV) = -7.685 / -7.684

[3]
# C30H31BClF2N4RuS

A structure of composition C30H31BClF2N4RuS (ωB97M-V with the def2-TZVPD basis set, the Open Molecules 2025 dataset).

Element x y z (Å)
Ru  -0.435  -0.086  -0.565
Cl  -7.841  -1.283  1.272
S  -0.854  4.214  -0.695
F  -0.581  -3.118  -0.340
F  -2.456  -2.351  -1.278
N  0.444  -0.875  -2.814
N  -0.296  -0.327  1.942
N  0.330  1.891  -1.100
N  1.366  -0.924  -0.194
C  3.170  -2.615  2.592
C  2.754  -0.520  -3.592
C  2.795  -2.262  1.307
C  2.318  -0.796  -1.228
C  -0.541  2.810  -1.701
C  -4.511  -0.539  -0.809
C  -4.274  0.517  1.314
C  -3.731  0.215  0.067
C  0.541  3.797  0.284
C  -0.500  0.914  2.701
C  2.483  -2.102  3.685
C  1.860  -0.721  -2.550
C  -6.264  -0.705  0.810
C  -5.526  0.055  1.698
C  1.118  4.541  1.300
C  2.801  2.842  1.533
C  2.213  2.088  0.524
C  1.729  -1.389  1.080
C  4.563  -0.382  -2.041
C  -2.391  0.731  -0.295
C  0.145  -2.248  -3.255
C  1.047  2.540  -0.093
C  1.374  -1.300  3.467
C  0.970  -0.979  2.179
C  -5.767  -0.999  -0.449
C  2.251  4.053  1.941
C  -1.379  -1.281  2.279
C  3.683  -0.600  -0.997
C  4.106  -0.353  -3.351
C  -0.075  0.095  -3.785
B  -1.274  -2.035  -0.742
H  2.716  4.628  2.733
H  -4.124  -0.774  -1.792
H  0.317  1.607  2.526
H  4.053  -0.578  0.018
H  3.326  -2.668  0.458
H  0.583  -2.962  -2.561
H  0.789  -0.950  4.310
H  -2.119  1.639  0.242
H  -5.932  0.293  2.672
H  -1.277  2.514  -2.432
H  -0.585  0.712  3.774
H  0.554  -2.428  -4.255
H  0.248  1.095  -3.509
H  -0.936  -2.399  -3.289
H  -1.165  0.046  -3.776
H  -3.704  1.133  2.004
H  -1.208  -2.233  1.782
H  4.790  -0.188  -4.174
H  0.696  5.500  1.582
H  2.783  -2.350  4.695
H  4.002  -3.294  2.738
H  -1.408  -1.463  3.359
H  -6.361  -1.585  -1.137
H  -2.259  0.880  -1.380
H  3.705  2.476  2.005
H  -1.431  1.374  2.370
H  0.260  -0.127  -4.804
H  2.663  1.156  0.210
H  2.383  -0.480  -4.609
H  -2.337  -0.871  1.962
H  5.611  -0.218  -1.824

- multiplicity = 6
- ⟨S²⟩ = 8.78
- orbital gap (alpha / beta) (eV) = 5.718 / 6.260
- lowest unoccupied orbital energy (alpha / beta) (eV) = 0.6 / -1.6
- highest occupied orbital energy (alpha / beta) (eV) = -5.159 / -7.815

Number 1: E -5273.97813 Ha. Number 2: E -4132.40100 Ha. Number 3: E -2558.62458 Ha.